Below is 10 unconnected molecules or ions with the total composition C39H61N16 at a distorted geometry, with properties calculated with ωB97M-V/def2-TZVPD.

Geometry (Å):
H1 7.0413 2.8563 -2.8496
H2 7.0806 0.5449 -1.2950
C1 -0.2381 -6.0356 3.5957
C2 1.0432 -4.4191 -0.9818
N1 7.6143 1.8558 -6.4065
H3 -1.8821 3.5529 3.2063
H4 -0.8188 -5.0164 -5.6961
C3 2.9998 0.9809 0.3499
H5 2.7010 -1.2222 3.3903
H6 4.6457 0.7725 -2.8068
H7 -5.4299 -2.0241 -6.2168
H8 1.9382 2.7897 -0.5588
C4 1.0118 -6.6344 4.1682
N2 -1.2237 -5.5656 3.1447
H9 2.0078 -2.9196 4.1527
C5 5.8474 3.1774 -7.9282
H10 6.3632 3.6616 -8.7589
C6 -2.2303 4.0076 9.7142
N3 -4.2095 -0.0273 10.6277
H11 0.9025 -6.7604 5.2465
N4 -3.2509 1.7111 5.4663
H12 -3.6750 -1.7729 -6.0867
C7 0.4862 0.8814 -2.7603
C8 0.9658 -1.2317 1.0973
H13 -0.8118 -5.1936 0.2973
H14 -1.0002 2.2804 -3.1894
N5 -0.5300 1.8925 -2.3373
C9 4.2729 -1.2421 -0.4895
C10 -3.5324 -0.7267 9.9600
H15 -2.4732 2.1019 2.3669
H16 7.2210 1.0625 -3.3834
H17 5.1065 2.4820 -8.3256
H18 2.3499 2.0984 -2.7583
C11 -4.5702 -2.0878 -5.5479
H19 6.0019 2.1122 -4.2758
H20 -7.1560 0.5797 1.5621
C12 -2.6723 -1.6147 9.1121
H21 -2.3239 -5.5903 -1.9413
H22 -5.4415 0.3944 1.9926
H23 -2.1935 6.6524 -3.8751
C13 -1.5319 -5.0502 -4.8074
C14 6.4868 1.9426 -3.2457
H24 0.1842 -1.6330 0.3520
H25 -2.7595 1.2716 0.0118
N6 -2.2758 -0.0114 -1.8885
H26 0.2439 -0.1941 -2.4128
C15 6.8354 2.4380 -7.0765
H27 -2.3156 -1.0631 8.2407
H28 2.5227 1.0513 1.4045
H29 1.2567 -4.1078 -4.6859
C16 2.7264 -2.7267 0.1062
N7 4.0372 -2.6797 -0.5510
C17 -5.8434 1.9536 0.5924
C18 0.8042 -4.3398 -3.6694
H30 1.5196 -4.3098 1.2833
N8 -2.4100 6.2507 2.9781
H31 3.9142 1.6518 0.3862
H32 0.5338 0.8356 -3.9087
H33 -1.8145 -1.9619 9.6903
N9 -1.3917 3.7908 -5.1431
N10 3.2415 -0.4498 0.0977
H34 -0.6875 6.1675 -3.0652
H35 2.5862 0.2500 -2.3296
H36 -4.4467 -3.1221 -5.2243
C19 2.0163 -4.1405 0.2700
H37 -0.9347 2.0497 3.2548
C20 1.8987 -2.0470 3.4157
H38 -2.8073 2.1860 8.7650
H39 -4.1437 3.3154 9.0716
H40 -4.6047 4.1871 1.8460
C21 -1.5145 4.6900 -4.3622
H41 -2.9930 3.6368 7.7563
C22 1.6470 -4.1174 -2.3928
C23 -1.6694 5.8246 -3.3948
H42 -4.4918 5.4863 0.6424
H43 2.7259 -3.7384 -2.5026
N11 -5.6134 3.0169 0.1317
N12 -1.5453 4.6144 10.4603
C24 -1.5985 1.2799 -1.5182
H44 -2.1046 -6.0485 -4.7309
H45 -3.2487 -2.4781 8.7760
H46 5.3395 3.9375 -7.3324
C25 -0.6594 -4.8676 -3.4594
N13 5.4303 -0.7837 -0.9842
H47 0.6886 -0.1472 1.3131
C26 -2.6743 2.0427 4.4903
H48 -2.2422 5.4955 -2.5263
H49 6.0460 -1.5089 -1.3995
H50 2.8560 -4.9319 0.1881
C27 -1.9443 2.4637 3.2502
H51 -2.2308 -4.1446 -4.8629
H52 0.8173 1.3756 -0.2250
C28 5.3033 1.5120 -2.2126
C29 5.9586 0.6013 -1.0203
C30 -4.7849 -1.2040 -4.3571
C31 -0.3908 -4.9681 -0.7542
N14 2.2988 -1.4027 0.4567
C32 -3.3568 5.8193 2.4183
H53 1.8618 -5.9791 3.9702
C33 -4.5570 5.2664 1.7084
H54 -2.2587 -0.5629 -1.0182
C34 -1.2521 -5.1918 -2.0539
C35 -3.0993 3.2370 8.7659
H55 -6.0261 -0.1640 0.4089
H56 1.1989 -7.6081 3.7128
H57 -0.1872 -2.5563 2.6704
N15 -2.0102 1.8666 -0.4043
N16 -4.9539 -0.5066 -3.4208
C36 -6.1355 0.6039 1.1767
H58 4.7253 2.4001 -1.7950
H59 -5.4660 5.7171 2.1103
H60 -3.2677 0.1918 -2.1330
C37 1.9676 1.1922 -2.1565
H61 5.9418 1.1433 -0.0025
C38 0.8224 -2.0280 2.4959
C39 1.8684 1.6544 -0.6230

Orbital gap in eV: 8.376
HOMO energy in eV: -10.97
Max |F| in eV Å⁻¹: 7.1
2S+1: 1
Total charge: +1

Results of the Mulliken charge analysis, in e, for atoms 1 through 5: 0.3192 0.5356 0.4403 0.3876 -0.4235

---

Below is a molecular structure, C37H54HgINOSi3Te, with properties calculated with ωB97M-V/def2-TZVPD.

Geometry (Å):
H1 -2.5000 -0.5513 1.8516
H2 3.2781 -1.6449 -7.0368
H3 0.9173 -1.6747 -1.4299
Te1 -0.3659 -0.2280 -3.3812
C1 4.9691 -0.2661 0.4208
H4 5.5256 -4.8728 0.3842
H5 -1.7676 4.2253 -3.2702
O1 -0.8036 -1.7883 0.2993
H6 -4.3144 -0.2663 -1.1091
H7 1.0380 2.4576 -0.8682
C2 0.1644 5.7294 -0.7212
C3 3.7105 -4.0076 1.1776
H8 2.1781 -2.7219 -7.9074
H9 -0.9864 0.2317 -5.9218
H10 -2.9040 0.9281 2.7501
C4 -0.3121 -2.6622 1.1286
H11 1.8028 -1.0005 -7.7654
H12 -2.6495 -0.8436 -0.9220
N1 -1.3451 1.8814 0.1713
C5 3.1612 -3.4490 0.0182
C6 2.9474 -0.2610 1.8235
I1 0.3876 -0.4761 3.5899
H13 -1.7106 6.4413 0.0387
H14 1.5172 0.2301 -5.2154
C7 1.2864 -2.6979 -1.4291
Si1 -1.4622 2.4977 -5.0138
C8 2.2249 -1.8599 -7.2358
H15 -0.4857 -3.6722 -6.5724
H16 1.1107 -5.0475 3.9901
H17 -2.3384 2.6544 -7.3345
C9 2.4369 -0.4831 3.1409
C10 4.2285 0.0946 -0.6584
H18 -0.3270 -4.7894 2.9884
C11 -1.5986 4.3121 0.1321
C12 -0.4679 -2.6570 -6.1667
H19 2.7934 -0.9247 5.1835
H20 -1.1594 -2.6126 -5.3223
H21 -2.5799 4.2221 0.5771
H22 5.7786 -3.4041 1.3227
H23 0.3258 -3.4623 3.9425
C13 -1.1002 5.5694 -0.1713
C14 4.6302 -0.9055 4.0408
C15 -3.2654 0.0474 -1.0891
C16 2.8308 -4.3031 2.2214
H24 6.2374 -0.8701 2.6488
H25 -5.2929 1.9743 0.0422
C17 2.0836 -3.6475 -4.8108
Hg1 0.0582 0.3643 0.5841
C18 2.1849 0.1344 0.6794
H26 3.8060 -3.2941 -0.8444
C19 0.2394 3.1271 -5.4492
C20 1.4934 -3.9577 2.1846
H27 0.5611 2.7577 -6.4271
H28 2.2802 0.6242 -1.3887
H29 5.4040 -4.9205 2.1476
H30 -4.2524 3.2242 -0.6557
H31 5.2533 -1.1385 4.8951
H32 4.6944 0.2136 -1.6304
H33 0.2444 4.2197 -5.4807
H34 2.1867 -0.7254 -3.9004
H35 1.9233 4.6774 -1.3687
H36 -2.4748 0.2348 -4.9831
H37 0.5505 6.7136 -0.9532
H38 -3.1007 3.0591 -3.2529
C21 4.3605 -0.4306 1.6883
C22 5.1811 -4.3206 1.2631
C23 -3.1540 0.3274 1.8702
C24 0.9257 4.5886 -0.9536
C25 0.6024 -4.3342 3.3393
H39 2.2570 -4.4544 -5.5281
H40 -3.6596 2.6724 -6.1599
H41 0.9754 2.8127 -4.7033
C26 0.4308 3.3291 -0.6610
C27 -4.3634 2.5322 0.1838
C28 1.3486 -0.6572 -4.6005
H42 1.4769 -4.0418 -3.9939
Si2 1.2688 -2.2012 -5.6567
H43 -3.0165 0.4578 -2.0738
H44 -2.7034 4.1331 -6.4353
C29 -1.4570 0.6304 -5.0200
H45 -4.4621 3.1245 1.0980
C30 -2.6506 3.0431 -6.3608
C31 -2.0184 3.1665 -3.3770
C32 0.9672 -3.2510 1.0539
H46 6.0386 -0.4270 0.3362
H47 0.4369 -3.3254 -1.7137
H48 -0.8862 -2.8634 2.0359
C33 2.8396 0.3124 -0.5112
C34 5.1702 -0.7545 2.8052
H49 -1.5340 2.6353 -2.5568
H50 -0.8395 -1.9811 -6.9420
C35 1.8279 -3.1107 -0.0871
Si3 -2.9533 1.2930 0.2768
H51 3.2139 -4.8185 3.0995
C36 3.2332 -0.7779 4.2068
C37 -0.8516 3.1418 -0.1098
H52 3.0500 -3.3572 -4.3901
H53 -4.1816 -0.0354 1.9787
H54 2.0699 -2.7857 -2.1843

<S²>: 0.78
Relative energy (zero: lowest compared OMol25 entry of this formula, charge and spin) in eV: 0.000
Orbital gap (alpha / beta) in eV: 4.396 / 6.949
HOMO energy (alpha / beta) in eV: -2.24 / -4.80
Max |F| in eV Å⁻¹: 0.9
2S+1: 2
Total charge: -1

Results of the Mulliken charge analysis, in e, for atoms 1 through 5: 0.1445 0.3077 -1.0930 0.2632 -1.0564

---

Below is a single CBr2F2N2O2 molecule at a distorted geometry, with properties calculated with ωB97M-V/def2-TZVPD.

Geometry (Å):
N1 0.5401 -1.0378 0.3969
N2 -0.3566 1.2615 0.5837
F1 1.2102 -2.0133 -0.3137
O1 0.4529 1.4390 1.4210
O2 -1.3663 1.8026 0.3051
F2 -0.4795 -1.7230 1.0248
Br1 -1.5304 -0.3983 -1.5433
Br2 1.5208 0.7101 -1.4299
C1 0.0089 -0.0407 -0.4447

SMILES string: O=[N+]([O-])C(Br)(Br)N(F)F
Relative energy (zero: lowest compared OMol25 entry of this formula, charge and spin) in eV: 0.598
Orbital gap in eV: 10.563
HOMO energy in eV: -11.15
Max |F| in eV Å⁻¹: 3.1
2S+1: 1
Total charge: 0

Results of the natural (NBO) charge analysis, in e, for atoms 1 through 5: 0.2350 0.5523 -0.1949 -0.3089 -0.3144

---

Below is a single CH5N3O2 molecule at a distorted geometry, with properties calculated with ωB97M-V/def2-TZVPD.

Geometry (Å):
H1 1.3478 1.6151 0.0147
N1 0.8446 0.6721 -0.2252
H2 0.7761 -1.4218 -0.3529
C1 1.3727 -0.5693 0.2359
O1 -2.5777 0.3786 0.0149
N2 -0.4870 0.8647 -0.0851
O2 -1.2276 -1.3131 -0.3936
H3 -2.5331 1.2608 -0.2704
H4 1.3768 -0.5908 1.3056
H5 2.3954 -0.7689 -0.0870
N3 -1.2881 -0.1273 -0.1569

SMILES string: CN/N=[N+](\[O-])O
Relative energy (zero: lowest compared OMol25 entry of this formula, charge and spin) in eV: 4.592
Orbital gap in eV: 9.465
HOMO energy in eV: -8.49
Max |F| in eV Å⁻¹: 3.1
2S+1: 1
Total charge: 0

Results of the natural (NBO) charge analysis, in e, for atoms 1 through 5: 0.3910 -0.4468 0.2607 -0.4714 -0.5297

---

Below is 2 unconnected molecules or ions with the total composition C15H14O5 at a distorted geometry, with properties calculated with ωB97M-V/def2-TZVPD.

Geometry (Å):
H1 -0.8770 4.0203 3.1266
H2 3.9117 -1.1139 -0.7567
O1 -3.6664 2.1003 1.3586
H3 -3.5167 -3.7674 0.0618
C1 -2.5643 -3.1506 -0.2604
C2 -2.5284 -1.5133 -0.1170
C3 -1.1815 -0.6723 -0.5431
O2 -1.8549 3.3102 0.6547
H4 5.2162 -3.3398 -1.0710
C4 1.4859 -3.9241 -1.7825
H5 4.2671 -5.0597 -1.2403
H6 -1.9190 5.3483 0.5502
C5 0.1252 4.6930 0.7294
C6 2.8779 -3.1674 -1.2474
H7 0.5083 5.6827 0.9950
H8 4.2184 -4.0407 0.3762
H9 -1.0552 0.4901 -0.4653
H10 -1.7519 5.5640 2.9495
O3 1.5984 0.4305 -2.1042
C7 4.2475 -3.9659 -0.8123
H11 -1.3273 -5.2220 -0.9331
C8 -1.3461 4.5684 1.0671
C9 0.0728 -3.2125 -1.2399
H12 -3.4600 -0.9055 0.2833
C10 -1.2798 -4.0535 -0.8297
H13 0.2865 4.5273 -0.3416
C11 1.5573 -0.7788 -1.5040
H14 0.7181 3.9361 1.2543
C12 2.9312 -1.6546 -1.1288
O4 -2.8479 3.8367 2.6079
C13 -2.8628 3.0020 1.5244
C14 -1.6298 4.5577 2.5387
O5 1.5180 -4.9786 -2.6056
C15 0.1285 -1.5472 -1.0949

SMILES string: CC1=CC(=O)c2ccccc2C1=O.C[C@@H]1COC(=O)O1
Relative energy (zero: lowest compared OMol25 entry of this formula, charge and spin) in eV: 13.248
Orbital gap in eV: 7.414
HOMO energy in eV: -8.89
Max |F| in eV Å⁻¹: 8.6
2S+1: 1
Total charge: 0

Results of the natural (NBO) charge analysis, in e, for atoms 1 through 5: 0.1848 0.2521 -0.5818 0.2401 -0.2136

---

Which formula does entry 1 have? C39H61N16

---

Look up the max |F| of the fourth one. 3.1 eV Å⁻¹